25
Properties=species:S:1:pos:R:3:forces:R:3 method="wB97M-V/def2-TZVPD" max_force_ha_per_bohr=0.0601 multiplicity=1 e_tot_ev=-500702.8117 relative_energy_ev=0.532 charge=0
C 1.55601 4.36394 -0.94542 2.327 -1.016 -0.954
Br 2.41239 4.47144 0.80268 -0.701 0.209 -0.311
Br 2.98431 5.16075 -2.29169 -1.635 -0.427 1.035
Br -0.23008 5.02000 -1.11137 0.791 -0.189 0.088
H 1.69361 3.27947 -1.21323 -0.839 1.325 0.164
C 0.36402 -1.02587 -0.76289 -1.313 -0.269 -1.276
Br 1.83052 -1.14098 -1.97108 0.386 0.028 -0.237
Br -0.94455 0.34470 -1.46906 0.600 -0.926 0.453
Br 0.89569 -0.54235 0.96266 0.183 0.051 0.851
H -0.11930 -2.03409 -0.78661 0.197 1.224 0.234
C -1.66316 2.58124 1.90800 0.048 -1.298 2.802
Cl -3.18184 1.66627 1.67635 0.269 0.232 -0.039
Cl -1.95199 4.17015 2.66427 0.151 -0.444 -0.380
H -1.01061 1.95846 2.61113 -1.010 1.027 -0.968
H -1.18100 2.66769 0.98784 0.573 0.434 -1.484
C -4.12227 -1.92948 0.01588 -1.208 -1.705 -2.012
Cl -4.78567 -0.95382 -1.30340 0.102 0.036 -0.182
Cl -2.76468 -2.94829 -0.45484 0.344 -0.296 -0.326
H -3.73777 -1.27691 0.70092 0.476 1.484 2.080
H -4.92326 -2.61996 0.29575 0.337 0.501 0.451
C 3.77809 -4.17469 0.06368 0.330 -1.009 0.237
Cl 4.98447 -4.66998 -1.11744 0.034 -0.347 -0.587
Cl 2.08606 -4.55600 -0.37570 0.713 0.077 0.236
H 4.09720 -4.67782 0.98206 -0.703 0.142 -0.146
H 3.93378 -3.13386 0.13150 -0.452 1.155 0.271



19
Properties=species:S:1:pos:R:3:forces:R:3 method="wB97M-V/def2-TZVPD" max_force_ha_per_bohr=0.0930 multiplicity=1 e_tot_ev=-93258.6172 relative_energy_ev=0.338 charge=+1
C 0.17448 0.52986 -0.87971 0.664 -2.080 -1.450
C -0.76539 1.18699 -0.01121 0.834 0.097 0.260
C -0.56059 -1.06036 0.50488 0.786 1.354 0.000
C -0.78740 -2.28414 1.21690 3.640 0.562 2.231
C 1.22933 -1.82418 -1.08422 -0.039 3.230 -0.731
N 0.23010 -0.84423 -0.53898 0.681 1.299 -1.579
N -1.04810 0.11438 0.86900 -2.446 -0.590 1.505
O -1.17433 2.31934 0.12012 0.114 -0.586 -0.369
O 0.16222 4.93411 -1.50221 0.679 -1.631 -4.423
S -0.04364 5.39707 -0.20161 -0.591 1.578 4.475
Br 1.59712 4.65061 1.13446 -0.096 -0.013 -0.060
H 0.67808 0.74730 -1.82445 -0.260 0.702 0.618
H -1.62111 -2.24750 1.79310 -2.577 0.192 1.678
H -0.80625 -3.09587 0.63578 -0.469 -3.017 -2.738
H 0.06966 -2.60822 1.92332 -0.956 1.148 -0.873
H 2.00119 -1.77290 -0.38949 1.455 -0.709 1.253
H 0.80470 -2.73486 -1.25479 -1.180 -2.520 0.034
H 1.69043 -1.52484 -2.03864 -0.684 0.471 0.296
H -1.83048 0.11744 1.52774 0.445 0.511 -0.128



15
Properties=species:S:1:pos:R:3:forces:R:3 method="wB97M-V/def2-TZVPD" max_force_ha_per_bohr=0.0880 multiplicity=1 e_tot_ev=-30354.3124 relative_energy_ev=5.569 charge=0
C -2.16884 0.54106 0.65144 0.045 -1.249 0.439
C 0.49012 -0.65219 -0.38358 -0.956 0.000 1.121
C -0.05917 -1.94897 -0.36927 -3.531 2.325 -1.620
C 1.33825 1.64033 0.02323 -0.726 2.223 -0.521
C 1.42196 0.18634 -0.29062 2.196 1.429 0.068
Cl -3.03555 -0.88310 0.50883 -0.617 -0.508 0.571
Cl 3.19681 -0.41676 -0.52677 -0.884 0.319 0.119
H -2.14869 1.02442 -0.24419 0.311 1.684 -1.970
H -0.09180 -2.42999 0.51610 1.119 -1.854 2.986
H 0.26254 -2.43007 -1.21801 0.664 -1.943 -1.725
H -1.20254 -1.81631 -0.43423 1.381 -0.299 -0.720
H 1.61040 2.32530 -0.83762 -0.228 -1.088 0.488
H 2.06041 2.01528 0.80436 -1.057 -0.836 -0.339
H 0.22121 1.89547 0.22086 2.098 -0.389 0.131
H -1.89511 0.94918 1.57948 0.184 0.187 0.973



15
Properties=species:S:1:pos:R:3:forces:R:3 method="wB97M-V/def2-TZVPD" max_force_ha_per_bohr=0.0857 multiplicity=3 e_tot_ev=-30351.2591 relative_energy_ev=3.426 charge=0
C -1.91637 1.22027 1.66200 -0.835 1.885 -0.982
C -0.24533 -0.67389 0.15557 -0.032 -1.943 0.747
C 0.10258 -2.00741 0.75981 1.071 2.572 1.033
C 0.60058 0.98363 -1.62112 3.932 1.387 1.432
C 0.74222 0.14162 -0.32106 1.581 -0.101 -4.002
Cl -3.40976 0.96779 0.89333 0.645 -0.366 0.472
Cl 2.68199 -0.50038 -0.60466 -0.935 0.002 0.580
H -1.59394 2.30898 1.62086 0.208 -1.545 0.483
H -0.43027 -2.68654 0.16858 -0.425 -1.515 -1.106
H -0.38309 -2.06781 1.71475 -0.659 -0.010 0.592
H 1.18095 -2.17325 0.97233 -0.562 -0.195 -0.882
H 1.42899 1.84830 -1.61484 -2.082 -1.878 0.113
H -0.34074 1.34140 -1.71430 -3.061 1.692 0.349
H 0.71594 0.50961 -2.55322 0.721 -1.453 -0.760
H 0.86627 0.78767 0.48195 0.434 1.468 1.930



20
Properties=species:S:1:pos:R:3:forces:R:3 method="wB97M-V/def2-TZVPD" max_force_ha_per_bohr=0.0893 multiplicity=1 e_tot_ev=-48266.8038 relative_energy_ev=0.302 charge=0
C -0.04946 0.51534 -0.61031 1.183 -0.208 2.118
C 0.80868 -0.40047 -1.22683 0.392 2.683 1.768
C 1.77581 -0.62265 -0.29937 0.926 -1.573 0.410
C 0.67812 -0.99978 -2.51531 -0.669 0.059 -2.241
C -0.22253 1.58465 1.61716 -1.063 2.650 2.857
N 0.36544 0.74284 0.69474 0.179 -1.369 -4.379
N 1.52182 0.04049 0.84985 -0.343 -0.414 -0.336
O -1.54105 -1.16421 -0.07603 -0.612 -0.510 0.594
O -1.95867 -0.59629 2.30970 -0.676 -0.793 -1.600
S -2.52506 -1.17097 1.04020 1.229 -0.195 1.317
Cl 2.46286 0.00321 2.23360 -0.410 0.151 -0.087
Cl -3.81543 0.40329 0.34598 -0.506 0.780 -0.212
H -0.88988 0.99451 -1.05244 -0.548 0.357 0.285
H 2.53720 -1.41013 -0.35491 -0.090 0.780 0.252
H 1.46434 -1.70428 -2.60896 0.508 -1.101 -0.296
H 0.76633 -0.36029 -3.44853 -0.357 -0.314 1.377
H -0.29784 -1.47711 -2.45826 -0.040 -0.381 -0.688
H -0.96366 1.11427 2.38276 1.400 0.358 -1.637
H 0.60866 2.11196 2.13064 -0.551 -0.253 0.088
H -0.72568 2.39564 1.04630 0.050 -0.707 0.411



16
Properties=species:S:1:pos:R:3:forces:R:3 method="wB97M-V/def2-TZVPD" max_force_ha_per_bohr=0.0812 multiplicity=1 e_tot_ev=-32404.6281 relative_energy_ev=1.744 charge=0 smiles="C=C(CCl)OCCCl"
C -1.48183 -0.54923 -0.35262 -2.670 -0.401 0.022
C -0.61838 0.30841 -0.88991 -1.161 0.755 0.642
C -1.15814 1.70671 -1.43207 2.156 -1.450 0.803
Cl -0.97442 2.83625 0.02789 -0.608 -0.470 -1.183
O 0.71699 0.16611 -0.75390 1.273 -0.018 0.176
C 1.31562 -0.87428 0.09176 -0.527 1.174 0.836
C 1.25619 -0.57860 1.69720 1.856 3.034 -2.186
Cl 1.91489 -2.09806 2.40160 -0.823 0.466 0.209
H -1.25565 -1.48674 0.14985 0.498 0.294 -0.148
H -2.61767 -0.39814 -0.35031 1.913 0.178 -0.369
H -0.57086 2.15391 -2.24150 0.312 -0.246 0.470
H -2.13584 1.56560 -1.87356 -0.549 0.244 0.865
H 2.35603 -1.01130 -0.28540 -0.770 0.517 0.579
H 0.84419 -1.81714 -0.00952 -0.783 -0.881 -0.603
H 2.23873 0.19056 1.76556 -3.279 -1.595 0.561
H 0.17017 -0.11405 2.05494 3.161 -1.600 -0.675



17
Properties=species:S:1:pos:R:3:forces:R:3 method="wB97M-V/def2-TZVPD" max_force_ha_per_bohr=0.1011 multiplicity=1 e_tot_ev=-44918.3450 relative_energy_ev=1.451 charge=+1
C 0.15963 -1.01734 0.98422 -0.948 1.571 0.016
C 1.36867 -0.42863 0.31133 -0.188 1.241 -1.786
C -0.99583 -1.10398 -0.05141 1.348 0.799 1.740
C 1.00078 1.06170 -0.09842 4.490 -1.835 -1.865
C -1.38980 0.25870 -0.47559 -0.893 1.392 0.704
O -0.03259 0.92198 -1.18557 -0.041 0.170 1.642
Cl -1.75954 1.19833 1.00434 -0.268 0.457 -1.150
Cl -2.58157 0.48928 -1.67460 -0.108 -0.471 0.017
Cl -0.22544 2.34168 -2.12073 0.008 -0.119 0.307
H 0.31550 -1.94869 1.41767 0.398 -1.912 0.429
H -0.26046 -0.38802 1.86632 1.301 -0.910 -1.534
H 2.24188 -0.35346 0.91041 0.618 0.254 1.071
H 1.84435 -0.94147 -0.63894 -1.687 0.601 1.646
H -0.77102 -1.71476 -0.86588 0.269 -1.090 -1.361
H -1.75422 -1.49373 0.57860 -1.480 -0.433 -0.163
H 0.86220 1.79576 0.68596 -1.002 -0.038 -0.164
H 1.97744 1.32267 -0.64771 -1.818 0.323 0.454



25
Properties=species:S:1:pos:R:3:forces:R:3 method="wB97M-V/def2-TZVPD" max_force_ha_per_bohr=0.0133 multiplicity=1 e_tot_ev=-84953.4289 relative_energy_ev=0.000 charge=0
Na -0.14132 0.20847 0.36952 -0.091 0.227 -0.116
C 1.56621 3.92418 -1.58230 -0.006 0.197 0.192
F 2.65626 3.18903 -1.32159 -0.017 -0.013 0.025
F 1.42511 4.81781 -0.58869 0.014 -0.210 -0.203
F 1.77746 4.59145 -2.71666 0.032 0.022 -0.006
S 0.07724 2.86133 -1.74189 -0.157 0.208 0.043
O -0.99278 3.77238 -2.02921 0.095 -0.086 -0.015
O 0.45331 1.93364 -2.78897 -0.019 0.006 0.007
O -0.00601 2.23728 -0.41523 0.006 -0.220 0.098
Cl -1.39696 -1.46142 2.28752 -0.180 -0.038 0.014
C -1.18462 -2.65477 3.61716 0.055 0.189 0.084
C -1.77197 -2.15303 4.91409 -0.186 -0.101 0.056
Cl -0.97474 -0.68147 5.51118 0.029 -0.037 -0.036
H -0.11944 -2.83946 3.70507 0.029 -0.038 -0.021
H -1.70787 -3.54802 3.28875 0.044 -0.066 0.024
H -1.65509 -2.92121 5.67809 0.103 -0.015 -0.052
H -2.83633 -1.94827 4.81974 0.050 0.108 -0.093
Cl -1.14809 -1.71362 -1.58713 -0.003 0.016 -0.017
C -0.10005 -1.01806 -2.88023 -0.098 0.074 -0.002
C 1.35048 -1.31780 -2.62825 -0.051 -0.094 -0.678
Cl 1.93502 -0.61801 -1.10520 0.402 -0.160 0.155
H -0.28201 0.05119 -2.90422 0.000 0.015 0.027
H -0.40774 -1.46398 -3.82298 -0.047 -0.100 0.046
H 1.94135 -0.85938 -3.42274 -0.076 0.101 0.095
H 1.54258 -2.38825 -2.65583 0.070 0.014 0.375



16
Properties=species:S:1:pos:R:3:forces:R:3 method="wB97M-V/def2-TZVPD" max_force_ha_per_bohr=0.0717 multiplicity=1 e_tot_ev=-22601.2463 relative_energy_ev=0.829 charge=0 smiles="CC(C)(F)C(=O)CCl"
C -1.00920 -0.45546 1.09234 0.759 0.793 2.618
C -0.56253 0.34860 -0.09639 3.230 -1.745 0.370
C -1.49469 0.17139 -1.27045 0.449 0.413 0.600
F -0.26458 1.59924 0.39091 -0.614 1.266 -0.469
C 0.93864 -0.22412 -0.48834 -1.247 2.037 1.831
O 1.19032 -0.83906 -1.44978 -0.201 -1.584 -2.126
C 2.05235 0.27027 0.43166 1.016 0.678 -1.004
Cl 3.66207 -0.36977 -0.07967 -0.267 -0.085 -0.045
H -1.98455 -0.15704 1.32377 -1.978 0.139 0.032
H -0.56319 -0.30273 2.16139 0.250 0.155 -2.288
H -0.97081 -1.48921 0.92674 -0.122 -1.537 -0.449
H -1.47238 -0.90124 -1.35009 -0.234 -0.522 -0.563
H -1.15047 0.61114 -2.20524 0.013 0.069 0.166
H -2.50480 0.46501 -1.01646 -0.195 0.235 -0.031
H 1.98057 -0.10114 1.45391 -0.451 0.947 0.037
H 2.15325 1.37413 0.17569 -0.405 -1.258 1.321



15
Properties=species:S:1:pos:R:3:forces:R:3 method="wB97M-V/def2-TZVPD" max_force_ha_per_bohr=0.0554 multiplicity=1 e_tot_ev=-19325.7871 relative_energy_ev=1.164 charge=0 smiles=Cl[C@@]12CCN[C@@H]1C2
Cl 1.90325 -0.69616 0.19247 -0.206 -0.254 0.185
C 0.28887 -0.01486 0.28893 -0.037 1.558 1.389
C 0.10131 1.38598 -0.34754 -0.829 -1.072 0.459
C -0.99139 0.93821 -1.34198 -1.831 1.832 0.451
N -1.87426 -0.06038 -0.69712 2.446 -1.060 -1.002
C -0.97855 -0.80481 0.17029 0.837 -0.294 0.106
C -0.60175 -0.21961 1.53053 0.462 0.116 -0.905
H -0.08856 2.12017 0.45801 -0.852 -0.385 -0.481
H 0.92194 1.85276 -0.84015 1.026 -0.413 -0.634
H -0.51134 0.47867 -2.18254 0.288 -0.190 -0.523
H -1.66404 1.75440 -1.68603 0.601 -0.351 -0.101
H -2.55572 0.39937 -0.19350 -1.784 1.037 1.346
H -0.86582 -1.87185 0.01735 -0.262 -0.012 -0.003
H -0.14555 -0.76650 2.33447 -0.173 -0.769 -0.008
H -1.23728 0.58089 1.89881 0.312 0.256 -0.279



25
Properties=species:S:1:pos:R:3:forces:R:3 method="wB97M-V/def2-TZVPD" max_force_ha_per_bohr=0.0662 multiplicity=1 e_tot_ev=-45366.6168 charge=-2
N -1.48039 0.23726 -2.77720 0.087 -0.396 -0.705
C -0.18525 0.40624 -2.37548 0.336 0.055 0.815
N 0.96868 0.23173 -3.05146 0.758 0.457 1.477
C 1.98780 0.51392 -2.16436 -2.925 0.019 -1.018
Cl 3.70854 0.48527 -2.44024 -1.425 -0.132 0.360
N 1.38733 0.83176 -0.97055 1.876 1.705 2.275
C 1.95641 1.17006 0.31387 0.566 -0.920 0.112
C 1.97491 -0.18900 1.15972 0.641 1.116 0.215
O 1.59817 -1.30331 0.35383 -0.033 1.098 1.349
C 0.30695 -1.68766 0.62598 -1.365 -0.297 0.185
O -0.16267 -2.55717 -0.02327 -0.070 -1.001 -0.890
N 0.03022 0.80953 -1.04406 0.580 -0.591 -2.858
H -2.02033 1.00725 -3.14460 0.038 -0.305 0.179
H -1.86059 -0.70071 -2.76266 -0.136 0.474 0.034
H 2.99228 1.56063 0.18963 -0.737 -0.295 -0.127
H 1.35284 1.94709 0.84247 0.222 -0.545 -0.561
H 1.28042 -0.00904 2.00593 0.448 -0.612 -0.287
H 3.02034 -0.35932 1.49564 -0.739 0.025 0.027
H -0.33045 -1.20908 1.41757 0.681 0.285 0.038
H -0.63066 1.02511 -0.28862 -0.037 -0.403 0.274
O -2.19650 -1.46283 3.15051 0.621 -0.074 -0.316
P -3.18578 -0.44403 2.53216 -0.254 -0.331 0.329
O -4.18771 -1.18553 1.62328 -0.061 -0.030 -0.151
O -2.36937 0.58916 1.68662 0.929 0.368 -0.624
O -3.95520 0.29267 3.64528 0.002 0.329 -0.130



16
Properties=species:S:1:pos:R:3:forces:R:3 method="wB97M-V/def2-TZVPD" max_force_ha_per_bohr=0.0517 multiplicity=1 e_tot_ev=-29174.2341 relative_energy_ev=0.000 charge=0 smiles="CC1=C(C)OP(Cl)C1"
C -0.38917 0.41059 -1.73506 0.078 0.095 0.087
C -0.14756 -0.25485 -0.42112 -0.087 -0.149 0.094
C 0.56326 0.21995 0.59723 -0.038 0.066 -0.143
C 1.34592 1.47746 0.74542 -0.121 -0.219 0.051
O 0.64679 -0.58576 1.73875 0.274 0.052 0.062
P -0.40972 -1.82959 1.80805 0.285 -0.161 -2.638
Cl -2.06609 -0.86150 2.45068 -0.884 0.401 0.313
C -0.75680 -1.60429 -0.20499 0.431 -0.278 2.469
H -0.13493 -0.26477 -2.55410 -0.003 0.029 -0.040
H 0.19969 1.31658 -1.84020 0.008 0.108 -0.098
H -1.44597 0.66725 -1.83243 -0.011 0.019 -0.082
H 1.05546 1.97033 1.67205 0.018 0.081 0.023
H 1.18533 2.15550 -0.08634 -0.005 0.010 -0.054
H 2.40540 1.23444 0.81117 0.109 0.069 0.028
H -1.82362 -1.66004 -0.40843 -0.058 -0.010 0.009
H -0.22802 -2.39129 -0.74069 0.004 -0.112 -0.080